Here is C3H6ClN3S in the gas phase in a non-equilibrium geometry from the Open Molecules 2025 dataset. Energies are from wB97M-V/def2-TZVPD.

E_LUMO	0.35	eV
E_tot	-31036.5189	eV
SMILES	NC(=S)C(Cl)=C(N)N
Kohn-Sham gap	8.34	eV
energy relative to the best compared isomer or geometry (same formula, charge and spin)	0.00	kcal/mol
HOMO level	-0.2937	hartree

XYZ file:
```
14
C3H6ClN3S (wB97M-V/def2-TZVPD)
C 1.494 -0.413 -0.084
C 0.268 0.181 0.104
C -1.010 -0.521 0.131
H 2.570 1.246 0.161
H 3.396 0.019 -0.617
H 2.502 -2.177 -0.076
H 0.829 -2.294 -0.490
H -1.878 -2.257 0.675
H -0.357 -1.982 1.335
N 2.682 0.280 0.017
N 1.671 -1.722 -0.450
N -0.953 -1.835 0.557
S -2.451 0.137 -0.343
Cl 0.226 1.923 0.160
```